Entry 1:
C2H6N4O2 | ωB97M-V/def2-TZVPD

Last column: Löwdin charge in e.
Geometry (Å):
N 0.40623 0.55403 2.58051  0.048
O -1.71153 -1.77706 -1.00422  -0.046
H -0.80837 0.45597 -2.77267  0.108
C -0.30756 0.04874 -0.82317  -0.327
H -1.25987 -1.80975 -1.86543  0.079
H -0.04606 -1.09454 1.46154  0.142
C 0.68754 0.44025 0.16549  -0.429
H 0.78365 1.47573 2.36192  0.085
H 1.07108 0.05946 3.17184  0.085
H 0.76264 0.85617 -2.29083  0.097
O 1.47724 1.36623 0.06926  0.054
N 0.22658 -0.12301 1.37139  -0.044
N -1.24827 -0.69674 -0.26535  0.008
N -0.03331 0.24450 -2.16029  0.140

Summary:
E, eV: -12223.31299
Energy relative to the best compared isomer or geometry (same formula, charge and spin), kJ/mol: 322.2
HOMO level, eV: -8.6157
LUMO level, eV: 0.302
Orbital gap, eV: 8.917
SMILES: NNC(=O)/C(N)=N/O
M, g/mol: 118.10

***

Entry 2:
C4H5BrO2 | ωB97M-V/def2-TZVPD

Last column: Löwdin charge in e.
Geometry (Å):
H -0.06041 2.03345 -0.52943  -0.040
H 1.11823 -1.16781 1.95534  0.099
C -0.24978 0.25032 -1.93900  -0.300
C 0.26341 -0.49155 1.87882  -0.056
H 0.54047 0.51623 2.36566  0.126
O 0.15118 2.03746 0.43896  -0.177
C 0.09036 -0.19784 0.48410  -0.105
H -0.12227 -0.48190 -2.81957  0.112
C -0.15175 -0.52328 -0.71868  -0.547
Br -0.21646 -2.51808 -1.01576  0.691
O -0.58372 1.38102 -2.23905  0.069
H -0.77928 -0.83801 2.13862  0.128

Summary:
E, eV: -78361.29703
Energy relative to the best compared isomer or geometry (same formula, charge and spin), kJ/mol: 428.9
HOMO level (spin up / spin down), eV: -10.0974 / -10.0650
LUMO level (spin up / spin down), eV: -1.669 / -1.649
Orbital gap (spin up / spin down), eV: 8.428 / 8.416
M, g/mol: 164.99

***

Entry 3:
C16H19F17NO6S | ωB97M-V/def2-TZVPD

Last column: Löwdin charge in e.
Geometry (Å):
F -8.28740 1.35791 2.31346  0.152
H -3.62353 3.83584 0.86764  0.168
C 2.25640 0.00157 -1.54848  -0.372
C -5.16725 3.11975 -0.49542  -0.431
C 2.25336 2.98685 -1.80776  -0.323
C -1.09308 3.52066 -1.09997  -0.055
H -0.27098 4.36098 -2.89174  0.134
H 6.13863 -5.43630 1.27372  0.149
H 5.20233 -4.89446 2.64834  0.149
H 3.21219 3.42937 -1.55166  0.117
S 1.97379 1.55346 -0.62167  1.248
F -6.13493 3.64027 -1.26582  0.152
H -5.09979 1.70938 1.17686  0.147
F 4.44627 -7.40216 -0.45004  0.096
H 3.91737 2.53856 0.34767  0.115
F 3.02032 -6.35249 1.72106  0.138
O -7.07924 1.87901 0.55951  0.053
C -7.60691 2.36394 1.72751  -0.548
F 2.77365 -5.34503 -1.03217  0.119
O 1.26988 3.90232 -1.62997  -0.146
C -0.02892 3.58176 -2.17471  -0.218
N 0.77856 -1.91733 -1.21409  0.086
C 2.81465 1.61139 1.94279  -0.514
F -6.65660 2.76296 2.58950  0.155
H 2.60265 -3.38692 -0.74703  0.128
F -8.01075 4.50367 0.82031  0.102
C 5.12280 -5.27510 1.63203  -0.028
H 4.03449 0.78623 0.36894  0.123
H 1.63265 0.08591 -2.43988  0.108
F 3.94915 -8.81141 1.14755  0.109
H 0.01650 2.64401 -2.73435  0.117
F 5.57026 -4.80171 -0.95435  0.172
H -1.35513 4.53015 -0.79814  0.086
C 4.70715 -7.74316 0.82906  -0.307
C 3.30177 -4.11710 -1.14495  -0.301
C -5.69848 1.90625 0.28693  -0.048
F 3.81645 1.69585 2.81443  0.153
C 4.63627 -4.02088 -0.40351  -0.551
H 2.30782 2.56820 -2.81553  0.122
H -5.54768 1.06490 -0.38821  0.148
O 1.68122 1.52790 2.25001  0.183
H -1.97244 3.06248 -1.53667  0.069
F -9.10530 3.91929 2.62684  0.109
H -9.43458 3.10139 0.82914  0.178
H 5.76221 -8.01197 0.92839  0.175
F -4.01665 5.17488 -0.55366  0.089
F 5.04790 -2.72629 -0.56383  0.115
C -4.47541 4.22883 0.30382  -0.314
H 3.30034 -0.09706 -1.84151  0.123
O -0.17262 -1.32952 -1.42038  0.176
O 4.46772 -4.22983 0.92722  0.051
F 4.64202 -7.05841 3.02060  0.109
F -4.19772 2.62158 -1.33673  0.070
O 1.89803 -1.03466 -0.70206  -0.183
C -8.61979 3.47873 1.44937  -0.287
C 3.36024 1.62382 0.53344  -0.205
C 4.34695 -6.59390 1.77478  -0.445
F -5.33734 4.81236 1.14956  0.113
F 3.50605 -3.85144 -2.46059  0.093
H -0.77552 2.94470 -0.23559  0.074

Summary:
E, eV: -87696.56171
Net charge: +1
HOMO level, eV: -13.4429
LUMO level, eV: -4.573
Orbital gap, eV: 8.870
M, g/mol: 676.36

***

Entry 4:
C3H12NO2S | ωB97M-V/def2-TZVPD

Last column: Löwdin charge in e.
Geometry (Å):
O 0.92400 -2.86554 -0.18401  -0.098
S 0.72712 1.01357 -0.67929  0.238
N -1.30626 0.02906 1.54822  -0.008
H 3.00404 -0.13053 -0.24676  -0.046
H -0.51568 -1.17452 -0.87431  0.008
H -1.22346 -0.08293 -1.92249  0.054
H 0.18752 -2.21635 -0.14103  -0.011
H -1.24635 0.88086 2.08467  0.041
H -2.27767 1.81593 -1.11999  0.065
C -2.38357 1.64768 -0.03143  -0.124
H -3.43559 1.72524 0.31411  0.068
O 3.13838 -0.50602 0.63669  -0.150
H -2.58431 -0.53950 0.15075  0.111
H 1.71231 -2.34621 0.01991  0.005
C -0.76299 -0.10272 -0.91795  -0.645
H 2.68732 0.07433 1.24772  -0.014
H -1.75955 2.45566 0.36148  0.050
C -1.80292 0.25423 0.15660  -0.567
H -0.44430 -0.48054 1.56044  0.025

Summary:
E, eV: -19726.90562
Net charge: -1
Energy relative to the best compared isomer or geometry (same formula, charge and spin), kJ/mol: 86.9
HOMO level, eV: -3.0532
LUMO level, eV: 3.815
Orbital gap, eV: 6.868
M, g/mol: 126.20

***

Entry 5:
C19H22N6O3Pt | ωB97M-V/def2-TZVPD

Last column: Löwdin charge in e.
Geometry (Å):
C -0.84025 1.91577 1.53317  -0.246
H -0.55330 5.89904 -1.72073  0.125
C 0.44803 0.31778 -3.65755  0.034
H 2.28976 -0.53539 4.93693  0.147
H -4.54140 -0.86590 1.96970  0.124
C 2.69536 -1.27680 -1.07556  -0.186
C 0.62438 -2.75250 3.33377  0.110
N -2.12334 -0.06147 0.12778  0.105
C -3.06887 -0.56641 0.57869  -0.186
N 1.79615 -0.54234 -0.99707  0.104
N 0.32506 -0.77218 1.46780  0.018
C 0.22104 -3.08446 2.07971  0.163
C 1.31544 -1.03132 4.99323  0.091
H 0.78255 -3.43086 4.16384  0.179
C 0.34843 5.58144 -1.17027  0.014
O 2.89482 2.00971 1.18732  0.234
Pt 0.19998 0.98619 0.28083  1.229
H 1.37823 -1.93791 5.58835  0.125
H -3.25373 0.76207 -2.60911  0.149
H 4.67196 -1.76476 -0.88694  0.127
H -1.88946 2.74873 -3.22425  0.142
C -0.30921 -0.79096 -3.30364  -0.036
C -2.21250 0.63881 -2.89437  0.034
H 0.41854 6.12732 -0.21605  0.124
H 1.48196 0.19088 -3.96676  0.149
C -1.44604 1.75598 -3.24473  0.001
C 0.73438 -0.45028 2.74922  -0.434
C 0.06822 -2.04404 1.11450  -0.319
N -0.32846 -2.37548 -0.12255  0.238
C 0.25382 4.16808 -0.89707  -0.146
C -1.64767 -0.62938 -2.91888  -0.037
C -0.12065 1.59605 -3.62549  0.001
N 0.13200 3.01897 -0.82895  0.073
H -4.22680 -2.24251 0.83572  0.119
H 0.01259 -4.12814 1.79580  0.176
H -0.46696 -1.70710 -0.88632  0.061
H 3.52281 -3.15662 -1.02761  0.117
H 0.12929 -1.78454 -3.36538  0.136
N 0.87911 -1.45847 3.66950  0.050
H -5.07413 -0.75327 0.24284  0.130
C 1.91877 1.57705 0.74101  -0.246
C 3.77453 -2.14979 -1.38783  0.007
H -2.25931 -1.49600 -2.67765  0.135
O -1.31324 2.52628 2.39499  0.234
H 3.89941 -2.14100 -2.48139  0.129
H -0.50963 -3.36361 -0.33431  0.165
H 0.47326 2.46368 -3.90340  0.142
H 1.25008 5.76718 -1.77720  0.126
H 0.59698 -0.32973 5.42910  0.147
C -4.31645 -1.15146 0.93448  0.006
O 0.96444 0.72367 3.05280  0.117

Summary:
E, eV: -38342.63991
Net charge: +4
HOMO level (spin up / spin down), eV: -20.6750 / -21.9707
LUMO level (spin up / spin down), eV: -12.673 / -16.530
Orbital gap (spin up / spin down), eV: 8.002 / 5.440
Spin multiplicity: 5
M, g/mol: 577.50

***

Entry 6:
C18H14CsN6 | ωB97M-V/def2-TZVPD

Last column: Löwdin charge in e.
Geometry (Å):
C 3.23477 3.04563 -0.62588  -0.296
H -4.19544 -4.27515 2.44380  0.121
N 3.16460 1.88368 -0.01311  -0.044
H -0.52655 -4.31651 -3.19287  0.112
H 4.82129 4.44316 -0.87970  0.154
C -2.73684 -0.65737 3.58697  -0.037
C -1.99307 -1.91793 1.27106  -0.156
H 0.37115 -2.10201 -2.51243  0.107
C 2.14162 3.70872 -1.34050  -0.296
N 4.48505 3.57103 -0.51093  0.107
N -1.45084 -0.71398 1.56263  -0.008
C -3.28980 -1.87500 3.29848  0.002
C -1.81706 -0.11850 2.67885  -0.142
C 4.41494 1.65709 0.51304  -0.128
C -1.76296 -4.47165 -1.45081  0.002
H -3.52874 -5.40930 0.36999  0.121
C 1.06079 5.23142 -2.52312  -0.068
H 3.09230 5.49194 -2.01088  0.154
Cs 0.53910 0.67928 -0.19725  1.147
N 0.91770 3.24690 -1.48217  -0.043
H 6.28173 2.87622 0.44708  0.120
C -0.85415 -3.85899 -2.26957  -0.037
C -2.92461 -2.54241 2.11646  -0.139
N 2.27193 4.91402 -1.95866  0.107
H -2.18230 -5.43817 -1.70636  0.125
H -1.36307 0.84765 2.88279  0.107
C 0.24051 4.19108 -2.21782  -0.128
C -1.59840 -2.59032 0.04185  -0.156
H 0.90238 6.14217 -3.07336  0.120
H 4.64009 0.76507 1.07314  0.108
C -3.11267 -4.44373 0.63319  -0.013
C -3.47785 -3.82230 1.76949  -0.013
N -0.70107 -1.99072 -0.77245  -0.008
C -2.16120 -3.84145 -0.25901  -0.139
H -0.79565 4.06504 -2.48323  0.107
H -4.00725 -2.33543 3.96824  0.125
C -0.35182 -2.61113 -1.88055  -0.142
C 5.24761 2.68983 0.21622  -0.068
H -2.99619 -0.11788 4.48740  0.112

Summary:
E, eV: -28378.90361
Net charge: +1
Energy relative to the best compared isomer or geometry (same formula, charge and spin), kJ/mol: 21.6
HOMO level, eV: -11.1064
LUMO level, eV: -2.303
Orbital gap, eV: 8.803
M, g/mol: 447.26

***

Question: Look up the E of the fifth one.
Answer: -38342.63991 eV

***

Question: Which formula does entry 4 have?
Answer: C3H12NO2S